*one*
2 unconnected molecules or ions with the total composition C3H9N2O. Source: OMol25; level of theory: ωB97M-V/def2-TZVPD.

Last column: natural (NBO) charge in e.
CARTESIAN COORDINATES (ANGSTROEM)
N  2.0847  -1.5226  0.4858  -0.921
C  1.3479  -0.3854  1.0862  0.111
O  -0.0135  -0.6130  1.0851  -0.974
H  2.6438  -1.9624  1.2198  0.326
H  1.3771  -2.1852  0.1456  0.357
H  1.7906  -0.2622  2.1198  0.067
H  1.6354  0.4656  0.4506  0.077
C  -0.7114  0.1337  -1.5985  -0.460
C  -1.6993  1.5113  0.0188  -0.091
N  -1.4925  1.3294  -1.2508  -0.451
H  -0.2567  0.3040  -2.5857  0.157
H  -1.4255  -0.6808  -1.7938  0.176
H  0.0948  -0.2598  -0.9708  0.253
H  -2.0488  2.5398  0.2828  0.131
H  -1.4719  0.7392  0.7673  0.241

Orbital gap, eV: 7.35
Total charge: -1
LUMO level, Ha: 0.16684

---

*two*
2 unconnected molecules or ions with the total composition C3H9N2O. Source: OMol25; level of theory: ωB97M-V/def2-TZVPD.

Last column: natural (NBO) charge in e.
CARTESIAN COORDINATES (ANGSTROEM)
C  -1.4387  -1.0320  -1.9694  -0.240
O  -2.2431  0.0289  -1.5597  -0.813
H  -1.9774  -1.9592  -2.1998  0.128
H  -0.8480  -0.7613  -2.8536  0.130
H  -0.7298  -1.2781  -1.1678  0.167
C  0.3174  0.8764  0.6703  0.036
C  1.1168  0.2521  1.5930  -0.320
N  2.5411  0.2014  1.4204  -0.887
N  -1.0368  0.9485  0.6113  -0.961
H  0.8270  1.3943  -0.1445  0.136
H  0.6965  -0.3566  2.3868  0.144
H  3.1065  0.8897  1.8829  0.333
H  2.8903  -0.0515  0.5168  0.343
H  -1.3810  0.5048  1.4650  0.301
H  -1.8409  0.3427  -0.6517  0.504

Orbital gap, eV: 6.37
Total charge: -1
LUMO level, Ha: 0.15879

---

The relative energies come out as *one* 15.4; *two* 0.0, with values in kcal/mol.

---

*one*
2 unconnected molecules or ions with the total composition C3H12NOS. Source: OMol25; level of theory: ωB97M-V/def2-TZVPD.

Last column: natural (NBO) charge in e.
CARTESIAN COORDINATES (ANGSTROEM)
C  0.0725  1.0087  0.5789  -0.232
C  0.3735  -0.1034  -0.3756  -0.476
C  -0.0324  -1.5146  -0.0255  -0.540
S  0.4381  -2.6837  -1.3228  0.011
N  1.0268  1.0222  1.7825  -0.678
H  -0.0744  2.0285  0.2164  0.249
H  -0.9512  0.9438  0.9796  0.230
H  1.4512  -0.0047  -0.6101  0.208
H  0.1285  0.1778  -1.3940  0.295
H  -1.1203  -1.5969  -0.0366  0.249
H  0.2912  -1.8375  0.9607  0.206
H  1.7647  -2.8079  -1.1598  0.128
H  0.9034  1.9026  2.2453  0.451
H  0.6296  0.3209  2.4122  0.440
H  1.9413  0.6774  1.4971  0.453
H  -2.1657  0.3338  -2.5448  0.495
H  -2.6353  1.4412  -1.5427  0.486
O  -2.0415  0.6918  -1.6608  -0.975

Orbital gap, eV: 8.66
Total charge: +1
LUMO level, Ha: -0.13639

---

*two*
2 unconnected molecules or ions with the total composition C3H12NOS. Source: OMol25; level of theory: ωB97M-V/def2-TZVPD.

Last column: natural (NBO) charge in e.
CARTESIAN COORDINATES (ANGSTROEM)
C  0.2658  1.3011  -0.7829  -0.203
C  1.3164  0.4520  -0.1394  -0.449
C  0.9653  -1.0309  -0.0855  -0.540
S  2.3478  -2.1404  0.2857  0.021
N  -1.0334  1.2706  0.0196  -0.691
H  0.0233  0.9323  -1.7766  0.223
H  0.5155  2.3497  -0.8364  0.230
H  2.2467  0.6944  -0.6592  0.260
H  1.5330  0.8420  0.8717  0.215
H  0.2406  -1.2086  0.7066  0.213
H  0.5780  -1.3255  -1.0614  0.229
H  2.9070  -1.4310  1.2670  0.122
H  -1.3390  0.3323  0.3084  0.474
H  -1.7664  1.7432  -0.4986  0.440
H  -0.8261  1.7762  0.8793  0.431
H  -2.9681  -1.5787  -0.2295  0.503
H  -2.6075  -1.7523  1.2594  0.507
O  -2.3987  -1.2264  0.4717  -0.983

Orbital gap, eV: 8.84
Total charge: +1
LUMO level, Ha: -0.12582

---

The relative energies come out as *one* 22.3; *two* 0.0, with values in kcal/mol.

---

*one*
C3H4BrN in the gas phase. Source: OMol25; level of theory: ωB97M-V/def2-TZVPD.

Last column: natural (NBO) charge in e.
CARTESIAN COORDINATES (ANGSTROEM)
C  -0.1387  -0.4521  1.0122  -0.643
C  -0.0486  -0.1578  -0.4469  -0.270
Br  -1.9406  0.3644  -1.2513  -0.010
C  0.7308  0.9466  -0.9369  0.219
N  1.3200  1.7685  -1.4968  -0.283
H  -0.2200  0.5249  1.6029  0.235
H  0.7249  -1.1106  1.3404  0.237
H  -1.0608  -0.9660  1.1554  0.242
H  0.6328  -0.9181  -0.9791  0.272

Orbital gap, eV: 10.28
LUMO level, Ha: -0.01822
SMILES string: C[C@@H](Br)C#N

---

*two*
2 unconnected molecules or ions with the total composition C3H4BrN. Source: OMol25; level of theory: ωB97M-V/def2-TZVPD.

Last column: natural (NBO) charge in e.
CARTESIAN COORDINATES (ANGSTROEM)
C  0.8366  1.5325  0.1070  0.160
C  -1.2915  -0.8518  -0.4577  -0.455
C  0.9649  0.2631  0.6165  -0.342
N  0.7192  2.6034  -0.3047  -0.262
Br  2.2523  -0.9149  -0.0892  0.123
H  -0.9260  -0.8689  -1.4595  0.180
H  -1.9400  -0.0533  -0.1614  0.179
H  -1.2352  -1.7344  0.1412  0.176
H  0.6198  0.0243  1.6077  0.241

Orbital gap (alpha / beta), eV: 7.81 / 8.89
LUMO level (alpha / beta), Ha: -0.05126 / -0.00907

---

*three*
A molecular structure, C3H4BrN. Source: OMol25; level of theory: ωB97M-V/def2-TZVPD.

Last column: natural (NBO) charge in e.
CARTESIAN COORDINATES (ANGSTROEM)
C  -0.6445  -0.4910  0.6820  0.209
C  0.1245  -1.0965  1.6149  -0.452
C  2.1764  0.3817  -0.0660  -0.539
N  -0.9132  0.0654  -0.2986  -0.364
Br  1.1627  0.6024  -1.5021  0.317
H  0.6013  -0.5953  2.3690  0.213
H  -0.1568  -2.1033  1.8548  0.216
H  2.4016  -0.6859  0.2528  0.215
H  2.4505  1.1804  0.5032  0.185

Orbital gap (alpha / beta), eV: 8.72 / 6.85
LUMO level (alpha / beta), Ha: -0.00970 / -0.04474

---

The relative energies come out as *one* 0.0; *two* 59.9; *three* 83.6, with values in kcal/mol.

---

*one*
2 unconnected molecules or ions with the total composition C3H6NO2S. Source: OMol25; level of theory: ωB97M-V/def2-TZVPD.

Last column: natural (NBO) charge in e.
CARTESIAN COORDINATES (ANGSTROEM)
C  1.6250  -0.8244  0.7165  0.454
C  -1.1058  1.5679  -2.2149  -0.399
C  -0.2297  -1.0275  -0.8997  0.341
N  0.6415  -1.0298  -0.0807  -0.395
O  -1.0371  -0.7273  2.0958  -0.865
O  1.5315  -0.4199  1.9502  -0.620
S  0.0701  -0.4909  2.9750  1.408
H  2.6278  -1.0294  0.3517  0.234
H  -0.3641  2.1639  -1.7189  0.180
H  -2.0821  1.4656  -1.7860  0.186
H  -0.9031  1.1690  -3.1905  0.188
H  -0.9093  -1.7639  -1.2689  0.238
H  0.1352  0.9466  3.0702  0.051

Orbital gap (alpha / beta), eV: 6.38 / 9.28
Total charge: +1
LUMO level (alpha / beta), Ha: -0.23040 / -0.16018

---

*two*
A gas-phase ion, C3H6NO2S (charge +1). Source: OMol25; level of theory: ωB97M-V/def2-TZVPD.

Last column: natural (NBO) charge in e.
CARTESIAN COORDINATES (ANGSTROEM)
C  1.0920  0.6206  -2.1137  0.455
N  0.7357  0.4903  -1.0185  -0.180
C  0.2885  0.3328  0.1832  -0.326
C  0.7332  -0.9657  0.9344  -0.606
S  -1.7088  0.2426  0.1637  2.012
O  -2.0489  -1.1185  0.1040  -0.845
O  -2.0363  1.2582  -0.7669  -0.861
H  1.5945  0.8998  -2.9524  0.282
H  0.3538  1.3665  0.7648  0.285
H  1.6525  -0.6665  1.4091  0.242
H  0.9736  -1.7690  0.1264  0.249
H  0.0734  -1.3319  1.6613  0.256
H  -1.7032  0.6409  1.5047  0.036

Orbital gap, eV: 9.61
Total charge: +1
LUMO level, Ha: -0.20231
SMILES string: C#[N+][C@H](C)[SH](=O)=O

---

The relative energies come out as *one* 53.5; *two* 0.0, with values in kcal/mol.

---

*one*
2 unconnected molecules or ions with the total composition C4H10OSi2. Source: OMol25; level of theory: ωB97M-V/def2-TZVPD.

Last column: natural (NBO) charge in e.
CARTESIAN COORDINATES (ANGSTROEM)
C  -1.0477  -2.7453  0.3302  -0.349
C  -1.1440  2.8223  0.1308  -0.323
C  -0.8475  -1.5499  0.8486  -0.717
C  -0.8960  1.5925  0.7172  -0.711
O  -1.1013  0.0000  -1.6667  -1.120
Si  3.0525  0.0125  -0.2993  0.329
Si  -0.5132  -0.0097  -0.1689  1.598
H  -0.9802  -3.8092  0.7680  0.217
H  -1.1042  -2.7535  -0.8360  0.167
H  -1.1056  3.7739  0.5466  0.198
H  -1.1983  2.6969  -0.9504  0.191
H  -0.7127  -1.4402  1.9130  0.223
H  -0.6741  1.5904  1.7280  0.203
H  -1.7467  -0.6915  -1.9566  0.514
H  3.2081  1.5452  -0.4220  -0.138
H  3.0828  -0.8176  0.8909  -0.134
H  3.7278  -0.2168  -1.5733  -0.151

Orbital gap (alpha / beta), eV: 6.30 / 6.39
LUMO level (alpha / beta), Ha: -0.01822 / -0.01834

---

*two*
C4H10OSi2 in the gas phase. Source: OMol25; level of theory: ωB97M-V/def2-TZVPD.

Last column: natural (NBO) charge in e.
CARTESIAN COORDINATES (ANGSTROEM)
C  0.4187  2.2660  0.9197  -0.350
C  0.1473  1.6031  -0.2088  -0.662
Si  -0.6721  -0.1468  -0.0646  1.430
O  -2.3111  -0.2552  0.0637  -1.102
Si  -0.0896  -1.8093  1.6866  0.380
C  -0.1754  -0.7400  -1.8354  -0.647
C  1.0759  -0.5895  -2.3007  -0.367
H  0.7697  3.2944  1.0729  0.205
H  0.4173  1.5567  1.7608  0.185
H  0.0914  2.1441  -1.2109  0.221
H  -2.9030  -0.0122  -0.6539  0.505
H  0.6550  -1.2568  2.9236  -0.126
H  -1.3880  -2.5201  2.0000  -0.113
H  0.8626  -2.6395  1.1037  -0.155
H  -0.8107  -1.5321  -2.2053  0.200
H  1.5240  -0.7795  -3.3315  0.210
H  1.5766  0.2507  -1.7501  0.185

Orbital gap, eV: 10.02
LUMO level, Ha: 0.02190
SMILES string: C=C[Si](O)([SiH3])C=C

---

The relative energies come out as *one* 56.0; *two* 0.0, with values in kcal/mol.

---

*one*
2 unconnected molecules or ions with the total composition C16H17NO. Source: OMol25; level of theory: ωB97M-V/def2-TZVPD.

Last column: natural (NBO) charge in e.
CARTESIAN COORDINATES (ANGSTROEM)
C  0.9478  -1.8376  0.6957  -0.634
C  -0.0482  -1.4875  1.7678  -0.070
C  -1.0521  -2.2539  2.2432  -0.039
N  -1.7087  -1.5961  3.2863  -0.545
C  -1.0677  -0.3853  3.5054  0.141
C  -1.4598  0.7171  4.2599  -0.229
C  -0.7357  1.8858  4.0962  -0.218
C  0.2714  2.0272  3.1512  -0.239
C  0.5799  0.9523  2.3255  -0.188
C  -0.0396  -0.2719  2.5478  -0.099
H  0.4047  -1.9592  -0.2387  0.219
H  1.3333  -2.8530  0.8261  0.218
H  1.7924  -1.1542  0.6965  0.224
H  -1.4681  -3.2077  1.9378  0.208
H  -2.0402  -2.1241  4.0813  0.400
H  -2.2944  0.6344  4.9483  0.214
H  -1.1628  2.7536  4.5715  0.211
H  0.9512  2.8676  3.1376  0.215
H  1.4167  1.0328  1.6344  0.208
C  1.2122  2.5447  -2.2264  -0.629
C  0.5606  1.3142  -2.7992  -0.037
C  0.7459  0.9976  -4.1526  -0.193
C  0.3889  -0.2608  -4.5870  -0.265
C  -0.3157  -1.1631  -3.7949  0.303
O  -0.7865  -2.2948  -4.3789  -0.678
C  -0.4452  -0.8877  -2.4358  -0.277
C  -0.0179  0.3538  -1.9841  -0.203
H  2.2995  2.4283  -2.1827  0.216
H  0.9503  2.7835  -1.1916  0.217
H  0.9606  3.3831  -2.8726  0.215
H  1.1335  1.7331  -4.8419  0.213
H  0.6519  -0.6410  -5.5623  0.220
H  -0.9573  -3.0172  -3.7629  0.483
H  -0.7968  -1.6417  -1.7506  0.202
H  -0.2043  0.6277  -0.9501  0.214

Orbital gap, eV: 8.66
LUMO level, Ha: 0.02569
SMILES string: Cc1c[nH]c2ccccc12.Cc1ccc(O)cc1

---

*two*
2 unconnected molecules or ions with the total composition C16H17NO. Source: OMol25; level of theory: ωB97M-V/def2-TZVPD.

Last column: natural (NBO) charge in e.
CARTESIAN COORDINATES (ANGSTROEM)
C  -2.6891  -2.0149  -0.4848  -0.634
C  -2.2210  -0.5785  -0.5635  -0.065
C  -2.7666  0.4978  0.0601  -0.040
N  -1.9562  1.6220  -0.1707  -0.537
C  -0.9115  1.2354  -0.9620  0.149
C  0.0405  1.9987  -1.6465  -0.230
C  0.9357  1.4074  -2.5076  -0.215
C  0.8051  0.0335  -2.7750  -0.242
C  -0.1808  -0.7272  -2.1913  -0.203
C  -1.0578  -0.1280  -1.2774  -0.091
H  -2.4521  -2.3857  0.5145  0.224
H  -2.1766  -2.5707  -1.2650  0.208
H  -3.7649  -2.1110  -0.6049  0.223
H  -3.5810  0.5694  0.7615  0.211
H  -2.3896  2.5252  -0.2766  0.404
H  0.0319  3.0655  -1.4494  0.207
H  1.6439  2.0506  -3.0070  0.218
H  1.4571  -0.5089  -3.4509  0.213
H  -0.4317  -1.7360  -2.4996  0.208
C  1.8163  2.2023  2.0409  -0.632
C  1.6001  0.7432  1.7298  -0.028
C  0.7741  0.0109  2.5748  -0.209
C  0.5555  -1.3388  2.2907  -0.242
C  0.9711  -1.8588  1.0794  0.255
O  0.7845  -3.2267  0.8727  -0.701
C  1.6930  -1.0785  0.1897  -0.237
C  2.1145  0.1890  0.5602  -0.200
H  2.6067  2.2309  2.8103  0.214
H  0.9654  2.6488  2.5406  0.218
H  2.2228  2.8136  1.2386  0.217
H  0.5579  0.4116  3.5512  0.207
H  0.0547  -1.9601  3.0203  0.219
H  0.1920  -3.3286  0.1154  0.475
H  2.0187  -1.5059  -0.7431  0.221
H  2.7374  0.8025  -0.0753  0.215

Orbital gap, eV: 8.85
LUMO level, Ha: 0.03120
SMILES string: Cc1c[nH]c2ccccc12.Cc1ccc(O)cc1

---

The relative energies come out as *one* 5.5; *two* 0.0, with values in kcal/mol.